No. 1
{"formula": "C5H8N2", "method": "ωB97M-V with the def2-TZVPD basis set", "e_above_lowest_kcal_mol": 47.9, "homo_energy_ev": -8.29, "lumo_ev": 1.0, "total_energy_ev": -8292.9212, "homo_lumo_gap_ev": 9.30, "species": ["C", "C", "C", "C", "N", "C", "N", "H", "H", "H", "H", "H", "H", "H", "H"], "positions_angstrom": [[-1.670, 1.352, -1.035], [-0.718, 0.302, -0.520], [0.674, 0.405, -0.348], [1.052, -0.587, 0.571], [2.354, -0.890, 0.985], [-0.118, -1.289, 0.916], [-1.220, -0.764, 0.321], [-1.809, 2.139, -0.281], [-1.279, 1.820, -1.946], [-2.653, 0.920, -1.255], [1.330, 1.128, -0.829], [2.400, -1.357, 1.884], [2.987, -0.099, 0.966], [-0.188, -2.201, 1.507], [-1.144, -0.879, -0.936]], "forces_ev_per_a": [[0.020, -0.047, -0.012], [0.182, 0.274, 0.240], [-0.099, -0.169, 0.094], [-0.397, 0.041, -0.109], [-0.032, 0.117, 0.156], [0.213, 0.013, -0.160], [0.363, 0.186, -0.262], [0.030, -0.191, -0.150], [-0.079, -0.124, 0.199], [0.216, 0.062, 0.049], [-0.214, -0.192, 0.115], [-0.037, 0.087, -0.223], [-0.185, -0.188, -0.016], [-0.016, 0.273, -0.152], [0.034, -0.142, 0.231]], "mulliken_charge": [-1.056, 0.486, -0.905, 0.855, -0.548, -0.642, -0.554, 0.227, 0.333, 0.324, 0.359, 0.241, 0.248, 0.390, 0.243]}



No. 2
{"formula": "CdN4O12", "method": "ωB97M-V with the def2-TZVPD basis set", "e_above_lowest_kcal_mol": 0.0, "homo_energy_ev": -3.42, "lumo_ev": 5.9, "total_charge": -2, "total_energy_ev": -35083.9090, "homo_lumo_gap_ev": 9.35, "species": ["Cd", "N", "O", "O", "O", "N", "O", "O", "O", "N", "O", "O", "O", "N", "O", "O", "O"], "positions_angstrom": [[0.207, 0.284, -0.076], [-2.909, 0.110, 1.003], [-1.699, 0.401, 0.710], [-3.683, 0.070, 0.046], [-3.209, -0.066, 2.167], [2.272, 2.287, -0.085], [2.626, 1.543, -0.977], [1.044, 2.212, 0.305], [3.030, 3.080, 0.446], [-0.279, -0.648, -2.652], [-0.028, -1.295, -3.661], [0.281, 0.441, -2.376], [-1.139, -1.025, -1.837], [0.844, -1.871, 1.735], [1.516, -0.992, 1.072], [0.371, -2.870, 1.226], [0.754, -1.659, 2.954]], "forces_ev_per_a": [[0.148, -0.328, -1.171], [0.702, 0.326, -1.639], [-0.492, 0.379, 1.257], [-0.760, -0.203, 0.584], [-0.498, -0.193, 0.524], [-0.356, -0.030, 0.285], [0.465, -0.827, -0.809], [0.290, 0.996, 0.572], [0.072, 0.684, 0.377], [-1.145, -0.519, 0.193], [0.278, 0.307, -0.398], [1.211, 0.610, -0.442], [-0.078, -0.791, 0.316], [0.137, 0.146, 2.433], [-0.001, -0.276, -0.895], [0.060, -0.023, -0.858], [-0.033, -0.257, -0.327]], "mulliken_charge": [1.293, 0.847, -0.548, -0.605, -0.600, 1.192, -0.565, -0.661, -0.698, 1.221, -0.668, -0.745, -0.624, 1.095, -0.761, -0.576, -0.595]}



No. 3
{"formula": "C16H27BrNO4P", "method": "ωB97M-V with the def2-TZVPD basis set", "homo_energy_ev": -5.43, "lumo_ev": -0.6, "total_energy_ev": -106034.4970, "homo_lumo_gap_ev": 4.85, "species": ["C", "C", "C", "C", "O", "C", "C", "O", "C", "C", "C", "C", "C", "C", "C", "C", "C", "C", "P", "O", "O", "N", "H", "H", "H", "H", "H", "H", "H", "H", "H", "H", "H", "H", "H", "H", "H", "H", "H", "H", "H", "H", "H", "H", "H", "H", "H", "H", "H", "Br"], "positions_angstrom": [[2.724, 3.803, -1.064], [4.148, 3.115, -1.256], [4.009, 1.687, -1.927], [4.294, 0.524, -0.889], [3.156, 0.208, -0.058], [2.582, -1.049, -0.410], [2.093, -1.125, -1.928], [1.008, -2.066, -1.950], [-0.104, -1.346, -1.325], [0.142, -1.075, 0.223], [-0.802, -2.065, 1.024], [-2.292, -1.646, 1.090], [-3.120, -1.212, -0.044], [-4.562, -0.798, 0.125], [-5.106, -0.846, 1.468], [-6.586, -0.380, 1.664], [-4.317, -1.312, 2.630], [-2.941, -1.698, 2.426], [0.041, 0.755, 0.729], [0.823, 1.027, 2.209], [-1.505, 1.353, 0.687], [1.554, -1.516, 0.555], [2.364, 3.523, -0.040], [1.977, 3.436, -1.810], [2.878, 4.909, -1.086], [4.787, 3.777, -1.897], [4.677, 3.035, -0.267], [4.809, 1.628, -2.724], [3.032, 1.582, -2.457], [4.694, -0.379, -1.421], [5.079, 0.934, -0.192], [3.438, -1.790, -0.341], [1.755, -0.130, -2.310], [2.956, -1.549, -2.513], [-0.975, -2.053, -1.405], [-0.346, -0.428, -1.918], [-0.374, -2.152, 2.068], [-0.774, -3.105, 0.565], [-2.670, -1.145, -1.112], [-5.118, -0.459, -0.771], [-7.314, -0.893, 0.990], [-6.606, 0.726, 1.439], [-6.829, -0.477, 2.752], [-4.797, -1.327, 3.637], [-2.353, -2.055, 3.314], [1.694, 1.382, 1.943], [-1.619, 2.076, 1.338], [1.561, -2.548, 0.536], [1.837, -1.233, 1.506], [-3.002, 0.376, -1.802]], "forces_ev_per_a": [[1.046, -0.344, 0.806], [-0.861, 0.100, -0.442], [1.056, 0.097, 0.249], [0.570, 1.120, -0.628], [-0.780, -0.961, 0.085], [2.787, 0.022, -1.810], [-0.043, -0.749, 0.756], [0.123, 1.623, 0.868], [-0.592, -0.531, -0.572], [-2.542, -1.954, 1.202], [-0.171, -0.401, -0.006], [-2.854, 0.915, 1.287], [-0.273, -2.874, 2.665], [2.159, -1.766, 3.208], [0.506, -0.377, -1.066], [1.154, 0.694, 0.385], [1.048, 0.220, -2.176], [-0.752, 0.707, -0.924], [1.532, 3.419, -3.111], [-0.799, -1.319, -0.052], [1.192, -1.078, 1.897], [0.069, 0.513, -0.392], [-0.010, 0.300, -0.938], [0.683, 0.571, 0.550], [-0.507, -0.859, -0.107], [-0.568, -0.668, 0.467], [-0.514, 0.059, -0.896], [-0.773, -0.214, 0.807], [0.727, 0.019, 0.588], [-0.412, 0.601, 0.621], [-0.694, -0.721, -0.663], [-1.021, 0.414, 0.142], [0.388, -0.752, 0.365], [-1.021, 0.544, 0.383], [0.897, 0.871, 0.092], [0.208, -0.594, 0.661], [-0.672, 0.093, -0.848], [0.412, 0.973, 0.309], [-0.914, -2.358, 2.796], [0.342, -0.389, 1.010], [0.626, 0.290, 0.708], [-0.184, -1.090, 0.132], [-0.195, -0.121, -1.014], [0.566, -0.066, -0.979], [-0.537, 0.409, -0.910], [-0.672, -0.062, 0.017], [0.030, -0.468, -0.340], [-0.109, 0.430, -0.121], [-0.245, 0.127, -0.188], [0.596, 5.584, -4.874]], "mulliken_charge": [-0.854, -0.510, -0.380, -0.829, -0.249, -0.373, -0.437, -0.543, -1.274, 1.192, -1.283, 1.259, 0.009, -0.832, 1.039, -1.229, -0.914, -0.794, 0.100, -0.585, -0.212, -0.151, 0.092, 0.278, 0.332, 0.369, 0.265, 0.372, 0.261, 0.366, 0.436, 0.505, 0.339, 0.381, 0.447, 0.368, 0.361, 0.430, -0.328, 0.371, 0.306, 0.270, 0.298, 0.221, 0.169, 0.397, 0.279, 0.557, 0.479, -0.771]}



No. 4
{"formula": "C3H4N2O", "method": "ωB97M-V with the def2-TZVPD basis set", "e_above_lowest_kcal_mol": 4.5, "homo_energy_ev": -8.40, "lumo_ev": 0.9, "total_energy_ev": -8203.6922, "homo_lumo_gap_ev": 9.28, "species": ["O", "C", "N", "C", "C", "N", "H", "H", "H", "H"], "positions_angstrom": [[-0.742, 0.457, 2.214], [-0.283, 0.176, 1.121], [0.820, 0.673, 0.470], [0.826, 0.183, -0.885], [-0.245, -0.634, -1.040], [-0.849, -0.722, 0.224], [1.319, 1.423, 0.954], [1.661, 0.420, -1.531], [-0.669, -1.176, -1.899], [-1.838, -0.800, 0.372]], "forces_ev_per_a": [[0.429, 0.079, -0.175], [-0.251, -0.137, -0.077], [-0.243, -0.378, -0.217], [0.079, 0.323, 0.708], [0.340, 0.408, 0.379], [-0.436, 0.378, -0.063], [0.043, -0.519, -0.915], [-0.351, -0.032, -0.028], [0.661, 0.388, 0.601], [-0.271, -0.510, -0.213]], "mulliken_charge": [-0.628, 0.240, -0.086, -0.351, -0.259, -0.167, 0.239, 0.375, 0.376, 0.260]}